# 1
# C16H26FN2O5

A cluster of 2 separate species, C16H26FN2O5 in total at a distorted geometry (ωB97M-V/def2-TZVPD, the Open Molecules 2025 dataset).

Geometry (Å):
C: 3.722 0.605 0.815
C: 3.469 1.010 -0.625
F: 4.592 0.948 -1.363
N: 2.350 0.305 -1.311
C: 0.997 0.800 -0.796
C: 0.339 -0.106 0.256
C: -0.579 0.747 1.175
C: 0.152 1.079 2.465
O: 0.404 -0.113 3.182
C: 2.451 -1.183 -1.347
C: 3.566 -1.716 -2.252
C: 3.460 -3.257 -2.230
C: 4.161 -3.836 -1.016
O: 3.604 -4.444 -0.220
O: 5.491 -3.596 -0.849
H: 4.770 0.827 1.007
H: 3.588 -0.451 1.030
H: 3.159 1.259 1.474
H: 3.198 2.065 -0.616
H: 2.379 0.612 -2.286
H: 0.355 0.786 -1.674
H: 1.052 1.834 -0.463
H: 1.037 -0.618 0.913
H: -0.326 -0.787 -0.265
H: -0.949 1.637 0.675
H: -1.379 0.079 1.467
H: 1.079 1.626 2.242
H: -0.479 1.730 3.078
H: 1.086 0.066 3.840
H: 2.532 -1.645 -0.369
H: 1.512 -1.541 -1.769
H: 4.525 -1.460 -1.801
H: 3.550 -1.299 -3.258
H: 3.841 -3.713 -3.142
H: 2.415 -3.518 -2.087
H: 5.874 -3.493 -1.737
C: -7.192 2.071 1.602
C: -7.360 1.898 0.234
C: -6.334 1.369 -0.530
C: -5.148 1.015 0.089
C: -4.963 1.188 1.451
C: -5.993 1.720 2.208
N: -4.067 0.433 -0.715
O: -4.248 0.310 -1.910
O: -3.039 0.100 -0.137
H: -7.998 2.479 2.197
H: -8.295 2.174 -0.236
H: -6.468 1.236 -1.594
H: -4.032 0.912 1.926
H: -5.863 1.858 3.273

Forces on the atoms, in the same order (eV/Å):
C 0.39 -0.06 -0.31
C -0.15 1.21 1.42
F 0.45 -0.72 -0.82
N 0.01 0.21 0.06
C -0.60 -0.79 0.09
C -0.59 1.08 0.00
C 1.03 -1.07 0.51
C -0.30 0.76 0.04
O 0.43 -0.13 -0.21
C -0.14 -0.82 -1.14
C 0.53 -0.14 0.70
C 0.05 0.66 0.01
C 2.01 1.72 -2.60
O -2.72 -2.42 3.62
O 0.24 0.18 -1.12
H 0.07 0.04 -0.03
H -0.21 0.02 0.08
H -0.28 -0.29 0.15
H -0.28 0.08 -0.20
H 0.23 -0.02 0.06
H -0.01 0.13 -0.08
H 0.55 -0.01 0.02
H 0.05 -0.20 -0.17
H 0.30 -0.47 0.02
H -0.25 0.02 0.04
H -0.47 0.28 -0.09
H 0.05 -0.01 0.11
H 0.05 0.17 -0.07
H -0.21 -0.11 0.00
H 0.01 0.45 0.26
H -0.18 0.18 0.10
H 0.09 0.21 -0.25
H -0.23 -0.01 -0.03
H -0.01 0.04 -0.10
H -0.05 -0.38 -0.33
H 0.25 0.23 0.40
C -0.01 0.01 0.00
C 0.05 0.01 0.13
C -0.14 0.00 -0.26
C -0.17 0.07 0.17
C 0.18 -0.03 0.20
C -0.09 0.03 -0.08
N 0.07 -0.10 -0.14
O 0.13 0.04 0.24
O -0.33 0.10 -0.27
H 0.02 0.00 -0.01
H 0.03 -0.01 -0.02
H 0.13 -0.07 0.02
H 0.02 -0.06 -0.13
H 0.02 -0.02 -0.02

The value obtained for the LUMO energy is -2.74 eV. The calculation puts the relative energy (zero: lowest compared OMol25 entry of this formula, charge and spin) at 0.000 eV. The charge is +1. The calculation puts the HOMO energy at -12.08 eV. The value obtained for the molecular weight is 345.4 u. The calculation puts the total energy at -1210.503808 Ha.

***

# 2
# C24H66N7O9

A cluster of 7 separate species, C24H66N7O9 in total at a distorted geometry (ωB97M-V/def2-TZVPD, the Open Molecules 2025 dataset).

Geometry (Å):
N: 0.619 0.738 0.459
O: -0.141 0.832 1.380
O: 0.797 1.713 -0.333
O: 1.200 -0.324 0.156
C: -3.323 4.490 3.545
C: -2.211 3.841 2.561
C: -0.816 4.375 2.892
O: -0.901 5.683 3.027
C: 0.276 6.361 3.170
N: -2.410 2.305 2.783
H: -3.315 4.221 4.406
H: -4.402 4.205 3.243
H: -3.425 5.637 3.373
H: -2.199 4.329 1.651
H: -0.211 4.330 2.036
H: -0.299 3.858 3.677
H: 0.649 6.262 4.223
H: 0.362 7.356 2.910
H: 1.274 6.014 2.699
H: -1.521 2.002 2.488
H: -3.066 2.026 2.132
C: 0.980 -4.187 -3.974
C: 0.770 -2.733 -3.199
C: -0.600 -2.166 -3.060
O: -1.320 -1.974 -4.360
C: -2.728 -1.850 -4.287
N: 1.262 -2.855 -1.794
H: 2.027 -4.381 -3.883
H: 0.666 -4.072 -4.977
H: 0.465 -4.947 -3.351
H: 1.349 -2.082 -3.738
H: -0.551 -0.938 -2.828
H: -1.158 -2.309 -2.255
H: -3.157 -1.343 -4.988
H: -2.949 -1.461 -3.293
H: -3.152 -2.845 -4.390
H: 1.426 -1.895 -1.569
H: 2.098 -3.216 -1.719
C: 2.673 -3.753 1.690
C: 3.539 -2.631 2.245
C: 4.951 -3.105 2.765
O: 4.851 -4.151 3.723
C: 6.117 -4.681 4.129
N: 3.690 -1.601 1.275
H: 3.303 -4.216 0.759
H: 1.899 -3.344 1.155
H: 2.608 -4.480 2.285
H: 3.036 -1.970 3.226
H: 5.457 -2.318 3.201
H: 5.531 -3.440 1.966
H: 6.599 -5.060 3.426
H: 5.861 -5.417 4.853
H: 6.818 -3.989 4.729
H: 2.709 -1.230 1.095
H: 3.981 -0.654 1.796
C: -2.285 -1.486 3.930
C: -1.401 -2.440 3.190
C: -1.698 -2.662 1.646
O: -3.038 -3.257 1.628
C: -3.553 -3.226 0.307
N: -0.012 -1.896 3.176
H: -2.211 -0.379 3.602
H: -2.097 -1.536 4.907
H: -3.389 -1.850 3.710
H: -1.602 -3.383 3.568
H: -0.991 -3.429 1.176
H: -1.515 -1.758 1.240
H: -4.561 -3.537 0.150
H: -2.906 -4.075 -0.276
H: -3.258 -2.220 -0.201
H: -0.071 -1.010 2.755
H: 0.796 -2.649 2.823
C: -2.589 2.006 -3.019
C: -3.110 2.407 -1.542
C: -3.576 1.109 -0.772
O: -4.010 1.595 0.530
C: -4.567 0.586 1.314
N: -2.005 3.116 -0.886
H: -1.506 1.601 -2.875
H: -2.655 2.795 -3.623
H: -3.049 1.163 -3.551
H: -3.838 3.084 -1.892
H: -2.637 0.376 -0.998
H: -4.553 0.619 -1.272
H: -5.505 0.170 0.802
H: -4.824 1.154 2.053
H: -4.046 -0.318 1.768
H: -1.269 2.273 -0.856
H: -2.288 2.992 0.104
C: 3.978 0.853 -3.883
C: 3.498 2.075 -2.977
C: 2.078 2.398 -3.357
O: 2.194 2.827 -4.765
C: 0.874 3.236 -5.210
N: 3.511 1.711 -1.513
H: 4.496 1.062 -4.902
H: 3.403 -0.145 -3.785
H: 5.006 0.226 -3.602
H: 4.051 2.972 -3.017
H: 1.508 3.046 -2.881
H: 1.532 1.450 -3.438
H: 0.753 4.218 -4.585
H: 0.072 2.591 -5.033
H: 0.951 3.355 -6.319
H: 2.942 0.912 -1.511
H: 2.981 2.320 -0.967

Forces on the atoms, in the same order (eV/Å):
N 1.39 0.68 -3.72
O -1.40 -0.12 2.35
O -0.31 0.06 0.66
O 0.11 -0.73 0.66
C -1.83 4.54 -12.84
C -1.80 -0.86 4.97
C 0.04 -3.38 -0.13
O -1.26 4.96 0.61
C 4.01 -2.16 2.11
N 1.81 4.29 1.16
H 1.10 -3.01 10.60
H 1.62 -0.14 -0.21
H 0.69 -1.80 0.77
H -1.67 0.00 -2.78
H 1.13 -1.69 -1.63
H 0.23 -0.34 1.10
H -0.56 0.37 -0.20
H -1.27 2.32 -0.58
H -1.82 -0.69 -0.40
H 1.15 -1.46 -0.56
H -1.14 -0.62 -1.55
C -1.19 2.14 3.26
C -0.21 -4.25 0.97
C 0.57 6.54 -4.66
O 0.90 -1.00 0.10
C 2.94 -4.03 5.17
N -5.50 2.60 -1.40
H 0.77 -0.12 -0.24
H -0.44 -0.31 -0.96
H -0.01 0.28 -0.81
H 1.43 1.78 -1.47
H 1.02 -2.58 -0.08
H -2.79 -2.50 3.21
H -1.79 3.74 -4.40
H -0.62 0.21 0.03
H -0.35 -0.43 0.38
H -0.17 0.85 1.10
H 5.43 -2.84 0.02
C 5.34 4.20 -5.96
C -0.18 1.32 4.13
C -2.70 -0.95 0.07
O 0.39 -0.02 0.24
C -3.99 4.48 6.83
N -0.57 4.36 0.05
H -1.01 0.99 1.96
H -2.59 0.61 -0.60
H -1.50 -5.68 4.90
H 0.83 -2.75 -1.95
H 1.01 2.12 0.96
H 0.94 -0.64 -1.84
H 4.25 -3.32 -6.54
H -0.16 -0.89 0.48
H -1.15 -0.25 -1.07
H 1.18 -0.92 -0.46
H -0.03 -2.75 -1.37
C -3.37 1.26 -5.07
C 1.82 1.56 -3.47
C -0.86 -4.50 3.47
O -0.18 1.48 -1.04
C 4.18 -0.82 -2.01
N 1.75 -4.79 1.42
H 0.00 -1.73 0.32
H 0.70 -0.19 3.99
H 1.96 0.91 0.65
H 0.66 -2.00 1.42
H -0.66 0.99 0.76
H -0.37 3.19 -2.23
H -0.87 0.22 0.61
H -1.38 1.88 0.73
H -0.99 -1.56 0.70
H 0.75 1.07 -1.14
H -3.14 3.24 0.86
C 2.06 -4.45 3.88
C 1.01 -2.11 -2.77
C -0.74 0.80 -2.38
O 2.17 -2.14 -2.42
C -0.96 -3.88 -3.17
N 0.88 -3.83 1.22
H -1.46 1.07 -0.49
H 0.25 3.33 -2.35
H -0.61 0.10 0.52
H -1.71 0.87 0.91
H -2.04 1.20 1.75
H 2.17 0.91 0.86
H 1.08 0.46 0.56
H -2.30 2.55 5.09
H 0.52 1.18 -1.20
H -0.93 2.66 -0.20
H 0.30 0.95 -0.31
C 3.95 -2.31 0.18
C -0.70 -1.78 1.69
C 2.54 -3.88 -5.30
O -1.72 -0.38 0.33
C 2.97 3.06 0.18
N 2.13 -0.83 -2.30
H -2.29 0.10 1.16
H -0.22 2.15 -0.75
H -1.88 2.19 0.82
H 1.18 0.80 -0.83
H -2.05 3.34 2.91
H -0.19 -0.05 0.54
H -0.67 -1.31 -1.69
H -1.08 -1.48 0.74
H -0.12 0.45 0.97
H -0.81 -1.77 0.66
H -1.02 1.63 0.75

The value obtained for the LUMO energy is 2.60 eV. The calculation puts the relative energy (zero: lowest compared OMol25 entry of this formula, charge and spin) at 11.522 eV. The charge is -1. The calculation puts the HOMO energy at -5.99 eV. The value obtained for the molecular weight is 596.8 u. The calculation puts the total energy at -2013.806506 Ha.

***

# 3
# C10H15PS

A structure of composition C10H15PS at a distorted geometry (ωB97M-V/def2-TZVPD, the Open Molecules 2025 dataset).

Geometry (Å):
C: -0.475 -1.350 -0.365
C: -1.058 -0.526 0.645
C: 1.257 2.331 0.485
C: 0.437 0.814 -1.426
C: 2.464 1.386 0.652
C: 0.550 -0.697 -1.150
C: -0.572 0.749 0.830
C: 0.048 1.601 -0.207
C: -0.417 -2.785 -0.395
C: -1.929 -1.178 1.657
P: 2.013 -0.440 0.621
S: 3.626 -1.144 -0.182
H: 0.826 2.625 1.405
H: 1.688 3.142 -0.198
H: 1.392 1.091 -1.764
H: -0.273 1.018 -2.200
H: 3.358 1.514 -0.018
H: 2.805 1.598 1.662
H: 1.043 -1.245 -2.008
H: -0.921 1.206 1.733
H: -0.556 2.493 -0.301
H: 0.432 -3.028 -1.013
H: -1.434 -3.102 -0.940
H: -0.606 -3.179 0.583
H: -2.766 -1.616 1.320
H: -2.144 -0.413 2.412
H: -1.201 -1.923 2.026

Forces on the atoms, in the same order (eV/Å):
C 3.24 3.36 -2.19
C -0.18 1.14 -0.48
C 1.45 -0.79 -3.03
C -0.58 -0.99 0.44
C -0.03 -0.03 0.11
C -2.23 -0.31 -0.29
C -2.07 -1.62 -0.52
C 1.76 0.89 1.81
C -3.81 -0.76 -1.53
C 4.21 1.67 1.79
P 0.97 0.26 0.33
S 0.55 -0.62 -0.09
H 0.22 1.02 1.04
H -1.27 -0.47 1.19
H 1.25 0.77 -0.66
H -0.46 -0.21 -0.76
H -1.13 0.18 0.38
H 0.51 -0.47 0.29
H -0.40 0.40 1.45
H 0.01 0.56 0.44
H -1.01 -0.21 -0.95
H 0.17 -1.01 0.38
H 2.07 0.25 0.72
H 0.83 -0.81 0.53
H -2.94 -1.55 -1.36
H -0.17 -0.56 0.16
H -0.95 -0.10 0.79

The value obtained for the LUMO energy is -1.05 eV. The calculation puts the relative energy (zero: lowest compared OMol25 entry of this formula, charge and spin) at 2.089 eV. The calculation puts the HOMO energy at -7.35 eV. The value obtained for the molecular weight is 198.3 u. The calculation puts the total energy at -1129.459738 Ha.

***

# 4
# C22H43Cl12F3OSi

A cluster of 7 separate species, C22H43Cl12F3OSi in total at a distorted geometry (ωB97M-V/def2-TZVPD, the Open Molecules 2025 dataset).

Geometry (Å):
C: 2.153 4.214 1.051
C: 1.121 3.247 0.173
C: 0.317 4.043 -1.013
Si: -1.170 3.093 -1.781
C: -2.774 3.577 -0.812
C: -3.900 2.388 -0.719
C: -4.667 2.558 0.756
O: -5.923 3.363 0.594
C: -0.908 1.200 -2.009
C: -0.503 0.379 -0.650
C: -0.994 -1.203 -0.638
F: -0.357 -2.297 -1.412
C: -2.159 -1.503 0.287
F: -1.982 -1.147 1.730
F: -3.427 -2.078 -0.222
H: 2.443 3.637 2.054
H: 1.666 5.228 1.386
H: 3.157 4.334 0.451
H: 1.708 2.316 -0.286
H: 0.341 2.817 0.962
H: -0.120 5.034 -0.510
H: 1.051 4.423 -1.868
H: -1.350 3.649 -3.147
H: -2.497 4.001 0.249
H: -3.259 4.493 -1.405
H: -4.746 2.557 -1.523
H: -3.404 1.324 -0.769
H: -4.978 1.475 1.140
H: -3.972 3.074 1.559
H: -6.318 3.420 1.515
H: -1.908 0.695 -2.421
H: -0.091 0.970 -2.839
H: -0.817 0.940 0.329
H: 0.690 0.336 -0.631
Cl: 3.797 0.908 0.458
C: 4.725 0.839 -1.062
C: 5.244 2.204 -1.481
Cl: 3.932 3.300 -1.981
H: 4.083 0.398 -1.831
H: 5.564 0.158 -0.889
H: 5.914 2.100 -2.340
H: 5.801 2.689 -0.673
Cl: 6.141 6.378 -1.605
C: 5.877 7.373 -0.151
C: 4.596 6.999 0.576
Cl: 3.141 7.436 -0.355
H: 5.876 8.424 -0.455
H: 6.738 7.209 0.504
H: 4.537 7.537 1.527
H: 4.552 5.926 0.789
Cl: -7.903 -3.154 2.518
C: -6.975 -3.224 0.999
C: -6.456 -1.858 0.580
Cl: -7.768 -0.762 0.080
H: -7.617 -3.664 0.230
H: -6.136 -3.904 1.172
H: -5.786 -1.963 -0.279
H: -5.899 -1.373 1.388
Cl: -7.847 -5.582 -1.195
C: -9.357 -6.528 -1.178
C: -10.069 -6.449 0.163
Cl: -9.172 -7.291 1.452
H: -9.113 -7.561 -1.445
H: -9.997 -6.116 -1.964
H: -11.049 -6.930 0.092
H: -10.221 -5.412 0.478
Cl: 2.867 -2.195 2.144
C: 3.034 -3.607 1.071
C: 4.446 -3.753 0.527
Cl: 4.863 -2.454 -0.619
H: 2.300 -3.509 0.265
H: 2.772 -4.488 1.664
H: 4.540 -4.697 -0.017
H: 5.190 -3.747 1.330
Cl: 7.466 -6.193 2.924
C: 8.394 -6.262 1.405
C: 8.913 -4.897 0.986
Cl: 7.601 -3.801 0.486
H: 7.752 -6.703 0.636
H: 9.233 -6.943 1.578
H: 9.583 -5.001 0.127
H: 9.470 -4.412 1.794

Forces on the atoms, in the same order (eV/Å):
C 0.19 -1.25 0.30
C 0.03 0.00 0.47
C 1.13 1.18 0.90
Si -0.01 0.63 0.29
C -1.10 0.56 -0.11
C -0.60 1.19 1.58
C -0.28 -1.06 -0.16
O 1.36 -0.95 1.63
C -0.36 -2.46 -0.49
C 2.68 -1.24 -0.16
C -2.44 -0.34 3.20
F -2.53 3.56 1.27
C 2.47 0.37 -2.23
F -1.84 -0.58 -4.84
F 4.01 0.93 2.69
H -0.63 1.15 -2.14
H 0.97 -1.92 -0.99
H -2.15 0.10 1.15
H -1.26 2.26 1.13
H 1.48 0.85 -1.71
H 0.82 -1.98 -1.15
H -1.37 -0.89 1.86
H 0.03 -0.19 -0.07
H -0.57 -0.96 -1.94
H 1.11 -1.89 1.33
H 1.87 -0.66 1.51
H -1.16 2.04 0.03
H 0.69 2.23 -0.69
H -1.26 -1.08 -1.70
H 0.69 -0.10 -1.69
H 1.99 1.27 0.75
H -1.67 0.56 1.75
H 0.20 -1.55 -1.80
H -2.54 0.24 0.14
Cl 0.10 0.01 -0.04
C 0.22 0.05 -0.23
C 0.22 -0.20 0.05
Cl 0.00 -0.03 -0.06
H 0.08 0.17 0.17
H -0.10 0.21 0.01
H -0.14 -0.06 0.12
H -0.21 -0.10 -0.12
Cl -0.02 0.01 -0.01
C -0.01 0.17 0.26
C 0.21 -0.04 0.15
Cl 0.05 -0.02 -0.04
H -0.09 -0.26 0.01
H -0.19 -0.03 -0.05
H 0.07 -0.02 -0.18
H 0.01 0.23 -0.15
Cl -0.08 0.00 0.03
C 0.18 0.11 -0.30
C 0.25 -0.23 0.06
Cl -0.05 0.05 0.03
H 0.17 0.34 0.37
H -0.08 0.16 -0.02
H -0.20 -0.05 0.16
H -0.19 -0.10 -0.13
Cl -0.01 -0.28 -0.20
C -0.35 -0.19 -0.04
C -0.14 0.13 -0.16
Cl 0.03 0.04 -0.03
H 0.02 0.23 0.16
H 0.08 -0.01 0.19
H 0.19 0.03 -0.07
H 0.14 -0.20 -0.06
Cl -0.01 -0.02 -0.02
C -0.02 -0.21 -0.22
C -0.27 -0.30 0.38
Cl -0.08 -0.02 -0.03
H 0.18 0.07 0.15
H 0.16 0.12 -0.09
H -0.07 0.16 0.06
H -0.31 0.09 -0.19
Cl -0.06 0.04 -0.03
C 0.20 -0.04 -0.24
C 0.24 -0.16 0.09
Cl 0.34 -0.06 -0.02
H 0.08 0.19 0.17
H -0.09 0.18 -0.01
H -0.15 -0.06 0.11
H -0.21 -0.13 -0.12

The value obtained for the LUMO energy is -0.85 eV. The calculation puts the HOMO energy at -9.02 eV. The value obtained for the molecular weight is 834.1 u. The calculation puts the total energy at -7050.399548 Ha.